No. 1
DFT (the ωB97M-V functional and the def2-TZVPD basis) results for the molecule C2H2N4O2 in a non-equilibrium geometry.

Each line ends with the natural charge from an NBO analysis.
Element x y z (Å)
1 C 1.625 0.525 -0.085  0.257
2 C -0.672 0.752 0.036  0.685
3 H -2.324 -0.675 0.014  0.503
4 H 2.545 1.080 -0.006  0.201
5 N -0.555 -0.701 -0.087  0.090
6 N 0.498 -1.403 0.076  0.076
7 N 1.687 -0.787 0.118  -0.291
8 N 0.556 1.298 -0.106  -0.490
9 O -1.643 -1.462 -0.071  -0.461
10 O -1.716 1.373 0.110  -0.571

The calculation puts the total energy at -446.80055 hartree. The orbital gap is 9.494 eV. The energy above the lowest of the compared OMol25 structures with the same formula, charge and spin is 452.0 kJ/mol. The calculation puts the HOMO energy at -10.544 eV.


No. 2
DFT (the ωB97M-V functional and the def2-TZVPD basis) results for the molecule C2H2N4O3 in a non-equilibrium geometry.

Each line ends with the natural charge from an NBO analysis.
Element x y z (Å)
1 C 1.281 0.774 1.443  0.471
2 C 1.369 0.179 -0.839  0.682
3 N 1.742 0.821 0.360  -0.310
4 N 0.103 -0.282 -0.745  -0.426
5 N -0.626 -0.257 0.401  -0.316
6 N -1.942 -0.535 0.193  0.603
7 O -2.681 -0.251 1.085  -0.400
8 O 2.104 0.006 -1.765  -0.550
9 O -2.279 -1.063 -0.878  -0.490
10 H 1.306 1.158 2.438  0.267
11 H -0.376 -0.550 -1.693  0.469

The calculation puts the total energy at -521.90022 hartree. The orbital gap is 6.265 eV. The energy above the lowest of the compared OMol25 structures with the same formula, charge and spin is 543.6 kJ/mol. The calculation puts the HOMO energy at -8.529 eV.


No. 3
DFT (the ωB97M-V functional and the def2-TZVPD basis) results for the molecule C2H2N4O3 in a non-equilibrium geometry.

Each line ends with the natural charge from an NBO analysis.
Element x y z (Å)
1 C -0.654 0.934 -1.275  0.225
2 C -0.150 0.570 0.074  -0.040
3 N -0.826 1.355 -2.320  -0.212
4 N 1.570 -0.667 0.941  0.225
5 N 0.896 -0.453 -0.135  -0.394
6 N -1.372 -0.089 0.691  0.535
7 O 2.585 -1.369 0.789  -0.381
8 O -2.098 0.516 1.407  -0.316
9 O -1.578 -1.185 0.256  -0.344
10 H 0.337 1.346 0.569  0.275
11 H 1.288 -0.959 -0.997  0.427

The calculation puts the total energy at -521.93480 hartree. The orbital gap is 9.845 eV. The energy above the lowest of the compared OMol25 structures with the same formula, charge and spin is 452.8 kJ/mol. The calculation puts the HOMO energy at -10.569 eV.


No. 4
DFT (the ωB97M-V functional and the def2-TZVPD basis) results for the ion C2H2N4P with charge +1 in a non-equilibrium geometry.

Each line ends with the natural charge from an NBO analysis.
Element x y z (Å)
1 C -0.295 1.313 -1.315  -0.198
2 C -0.753 1.946 -0.307  0.061
3 N 1.014 -3.268 1.437  0.293
4 N -0.179 -0.180 -1.001  0.035
5 N 0.092 -0.828 -0.053  -0.353
6 N 0.730 -2.192 1.537  -0.220
7 P 0.342 -0.614 1.489  0.818
8 H 0.386 1.393 -2.178  0.305
9 H -1.337 2.431 0.391  0.259

The calculation puts the total energy at -637.27082 hartree. The orbital gap (spin up / spin down) is 7.299 / 7.298 eV. The energy above the lowest of the compared OMol25 structures with the same formula, charge and spin is 346.2 kJ/mol. The calculation puts the HOMO energy (spin up / spin down) at -13.994 / -13.993 eV. The net charge is +1.


No. 5
DFT (the ωB97M-V functional and the def2-TZVPD basis) results for the ion C2H2N5 with charge +1 in a non-equilibrium geometry.

Each line ends with the natural charge from an NBO analysis.
Element x y z (Å)
1 C 2.422 -1.039 0.083  0.106
2 C 1.214 -0.737 -0.095  0.060
3 N -2.258 -0.268 0.010  -0.066
4 N -2.022 0.984 0.014  0.188
5 N -1.125 -0.966 0.038  0.225
6 N -0.902 1.448 0.011  -0.240
7 N -0.015 -0.506 -0.115  -0.005
8 H 3.408 -1.341 0.297  0.281
9 H -0.723 2.425 -0.245  0.453

The calculation puts the total energy at -350.61341 hartree. The orbital gap (spin up / spin down) is 7.643 / 7.579 eV. The energy above the lowest of the compared OMol25 structures with the same formula, charge and spin is 611.4 kJ/mol. The calculation puts the HOMO energy (spin up / spin down) at -15.532 / -15.476 eV. The net charge is +1.


No. 6
DFT (the ωB97M-V functional and the def2-TZVPD basis) results for the molecule C2H2NO2P in a non-equilibrium geometry.

Each line ends with the natural charge from an NBO analysis.
Element x y z (Å)
1 C -0.798 0.592 -0.087  0.068
2 C -0.647 -0.757 -0.034  -0.005
3 N 1.665 0.914 0.233  -0.678
4 O 0.231 1.470 0.280  -0.378
5 O 0.560 -1.402 0.240  -0.791
6 P 1.940 -0.558 0.247  1.343
7 H -1.745 1.247 -0.322  0.233
8 H -1.206 -1.505 -0.555  0.208

The calculation puts the total energy at -623.87925 hartree. The orbital gap is 9.010 eV. The energy above the lowest of the compared OMol25 structures with the same formula, charge and spin is 338.6 kJ/mol. The calculation puts the HOMO energy at -8.976 eV.


No. 7
DFT (the ωB97M-V functional and the def2-TZVPD basis) results for a structure of composition C2H2NO2P in a non-equilibrium geometry.

Each line ends with the natural charge from an NBO analysis.
Element x y z (Å)
1 C -0.017 0.622 0.892  -0.222
2 C -0.467 1.839 0.391  0.802
3 N -0.224 -0.530 0.328  -0.607
4 O -0.662 2.974 0.478  -0.389
5 O -1.274 1.054 -1.308  -1.018
6 P -1.220 -0.433 -0.984  1.253
7 H 0.553 0.675 1.813  0.240
8 H -0.334 -1.083 -1.860  -0.059

The calculation puts the total energy at -623.94433 hartree. The orbital gap (spin up / spin down) is 7.438 / 7.432 eV. The energy above the lowest of the compared OMol25 structures with the same formula, charge and spin is 167.8 kJ/mol. The calculation puts the HOMO energy (spin up / spin down) at -8.889 / -8.886 eV.


No. 8
DFT (the ωB97M-V functional and the def2-TZVPD basis) results for the ion C2H2NO2S with charge -1 in a non-equilibrium geometry.

Each line ends with the natural charge from an NBO analysis.
Element x y z (Å)
1 C -1.633 0.718 1.313  -0.510
2 C -0.631 0.681 0.653  0.197
3 N 0.391 0.597 -0.176  -0.928
4 O 0.543 -2.262 -0.463  -0.981
5 O 2.392 -1.052 -1.381  -0.991
6 S 0.926 -1.082 -1.262  1.627
7 H -2.543 0.890 1.940  0.220
8 H 0.554 1.511 -0.625  0.366

The calculation puts the total energy at -680.80180 hartree. The orbital gap is 7.660 eV. The energy above the lowest of the compared OMol25 structures with the same formula, charge and spin is 276.8 kJ/mol. The calculation puts the HOMO energy at -3.598 eV. The net charge is -1.


No. 9
DFT (the ωB97M-V functional and the def2-TZVPD basis) results for the ion C2H2NO2S with charge -1 in a non-equilibrium geometry.

Each line ends with the natural charge from an NBO analysis.
Element x y z (Å)
1 C -0.637 -0.434 0.686  -0.033
2 C -0.579 -1.488 -0.191  -0.318
3 N -1.646 -0.395 -0.094  -0.389
4 O 2.205 -0.596 -0.599  -1.010
5 O 1.199 -1.241 -2.749  -0.987
6 S 0.929 -0.734 -1.354  1.702
7 H -0.333 0.065 1.563  0.181
8 H 0.601 0.823 -1.606  -0.145

The calculation puts the total energy at -680.69262 hartree. The orbital gap is 7.647 eV. The energy above the lowest of the compared OMol25 structures with the same formula, charge and spin is 563.4 kJ/mol. The calculation puts the HOMO energy at -3.541 eV. The net charge is -1.


No. 10
DFT (the ωB97M-V functional and the def2-TZVPD basis) results for the ion C2H2NO3 with charge -1 in a non-equilibrium geometry.

Each line ends with the natural charge from an NBO analysis.
Element x y z (Å)
1 O 1.512 -0.357 1.713  -0.678
2 C 0.940 -0.353 0.630  0.529
3 N -0.067 0.508 0.313  -0.697
4 C -0.881 0.169 -0.863  0.852
5 O -2.118 0.231 -0.845  -0.753
6 O -0.155 -0.261 -1.811  -0.797
7 H 1.177 -1.211 -0.043  0.148
8 H -0.407 1.274 0.905  0.397

The calculation puts the total energy at -357.98123 hartree. The orbital gap is 8.557 eV. The energy above the lowest of the compared OMol25 structures with the same formula, charge and spin is 47.0 kJ/mol. The calculation puts the HOMO energy at -4.308 eV. The net charge is -1.


No. 11
DFT (the ωB97M-V functional and the def2-TZVPD basis) results for a structure of composition C2H2NO3 in a non-equilibrium geometry.

Each line ends with the natural charge from an NBO analysis.
Element x y z (Å)
1 O -0.765 -2.388 1.050  -0.724
2 C -0.704 -1.476 0.226  0.498
3 N -0.233 -0.251 0.423  -0.810
4 C 0.329 1.275 -0.462  0.977
5 O 0.921 1.900 0.376  -0.687
6 O 0.378 1.082 -1.647  -0.681
7 H -0.992 -1.565 -0.843  0.074
8 H 0.078 -0.094 1.366  0.352

The calculation puts the total energy at -357.96577 hartree. The orbital gap is 9.180 eV. The energy above the lowest of the compared OMol25 structures with the same formula, charge and spin is 87.6 kJ/mol. The calculation puts the HOMO energy at -4.919 eV. The net charge is -1.


No. 12
DFT (the ωB97M-V functional and the def2-TZVPD basis) results for the ion C2H2NO3 with charge -1 in a non-equilibrium geometry.

Each line ends with the natural charge from an NBO analysis.
Element x y z (Å)
1 C -0.283 -0.687 -0.975  -0.287
2 C -2.303 0.667 -0.711  0.858
3 N -1.344 -0.539 -0.261  0.073
4 O -1.908 1.803 -0.460  -0.733
5 O -1.710 -1.176 0.757  -0.554
6 O -3.278 0.225 -1.246  -0.706
7 H 0.606 -1.314 -0.674  0.167
8 H -0.280 -0.064 -1.815  0.183

The calculation puts the total energy at -357.88291 hartree. The orbital gap is 8.714 eV. The energy above the lowest of the compared OMol25 structures with the same formula, charge and spin is 305.2 kJ/mol. The calculation puts the HOMO energy at -4.328 eV. The net charge is -1.